[1]
A cluster of 10 separate species, C18H56O11 in total at a distorted geometry. Source: OMol25; level of theory: the ωB97M-V functional and the def2-TZVPD basis.

Calculated values
* maximum force: 2.41 eV/Å
* SMILES: OCCO.CCO.CCO.CCO.CCO.CCO.CCO.CCO.CO.CO
* spin multiplicity: 1
* E_HOMO: -9.9 eV

Geometry as XYZ:
```
85
Properties=species:S:1:pos:R:3:mulliken_charge:R:1
O 1.06 -0.10 -1.34 -0.21
C -0.21 -0.29 -0.71 -0.36
C -0.14 -0.10 0.80 0.40
O -1.39 -0.25 1.43 -0.24
H 1.34 0.80 -1.17 0.01
H -0.95 0.42 -1.09 -0.03
H -0.45 -1.32 -0.97 0.03
H 0.25 0.88 1.09 0.16
H 0.54 -0.84 1.21 -0.05
H -1.31 -0.53 2.35 0.17
C -4.35 1.46 -4.03 -1.21
C -3.75 1.45 -2.60 0.45
O -3.72 2.74 -2.02 -0.54
H -5.40 1.76 -4.06 0.32
H -4.22 0.56 -4.63 0.35
H -3.81 2.19 -4.64 0.32
H -2.74 1.06 -2.66 -0.26
H -4.29 0.71 -2.00 0.29
H -3.15 3.31 -2.54 0.32
C 0.35 1.11 -4.79 -0.54
C 0.70 1.11 -6.27 -0.40
O 2.11 1.04 -6.40 -0.51
H -0.72 1.12 -4.58 0.18
H 0.84 1.95 -4.30 0.24
H 0.72 0.22 -4.27 0.13
H 0.32 2.01 -6.75 0.24
H 0.34 0.27 -6.85 0.35
H 2.28 0.67 -7.27 0.30
C -2.50 2.74 3.68 -0.67
C -1.75 3.06 5.00 -0.13
O -1.67 4.47 5.12 -0.52
H -3.59 2.80 3.79 0.34
H -2.38 1.73 3.29 0.05
H -2.13 3.25 2.79 0.29
H -0.75 2.66 4.82 0.07
H -2.21 2.60 5.87 0.27
H -2.48 4.69 5.60 0.32
C -0.22 -3.23 3.00 -0.55
C -0.66 -2.45 4.25 -0.30
O -0.95 -1.13 3.95 -0.43
H -0.88 -3.09 2.15 -0.17
H -0.19 -4.30 3.21 0.43
H 0.80 -2.96 2.72 0.11
H 0.15 -2.46 4.98 0.32
H -1.49 -2.89 4.79 0.41
H -1.19 -0.72 4.78 0.20
C -4.49 -3.40 -0.59 -1.40
C -3.30 -2.50 -0.23 0.50
O -3.85 -1.30 0.32 -0.59
H -5.10 -2.95 -1.37 0.31
H -5.09 -3.75 0.25 0.34
H -4.06 -4.31 -1.02 0.40
H -2.82 -2.37 -1.20 0.15
H -2.58 -3.02 0.40 -0.07
H -3.13 -0.71 0.54 0.31
C 2.43 0.65 3.98 -0.69
C 3.04 -0.72 3.75 -0.05
O 4.42 -0.74 4.12 -0.54
H 2.60 1.06 4.98 0.41
H 1.35 0.58 3.87 0.04
H 2.82 1.41 3.31 0.18
H 2.86 -1.09 2.74 0.15
H 2.43 -1.42 4.31 0.17
H 4.85 -1.46 3.65 0.33
C 3.73 2.30 0.20 -0.95
C 2.48 3.25 0.18 -0.36
O 1.46 2.66 -0.57 -0.34
H 4.11 2.14 -0.81 0.31
H 3.50 1.40 0.77 0.07
H 4.54 2.81 0.73 0.46
H 2.76 4.16 -0.35 0.38
H 2.19 3.54 1.19 0.36
H 0.72 3.26 -0.64 0.20
C 4.42 -0.71 -1.78 -0.15
O 5.25 -0.09 -2.73 -0.53
H 3.66 -0.10 -1.29 -0.20
H 3.80 -1.51 -2.19 0.29
H 5.01 -1.09 -0.95 0.28
H 4.72 0.42 -3.35 0.31
C 1.26 -3.88 -2.39 -0.40
O 2.04 -4.44 -3.40 -0.52
H 0.96 -2.86 -2.63 -0.03
H 0.41 -4.53 -2.17 0.37
H 1.86 -3.84 -1.48 0.26
H 2.55 -5.06 -2.87 0.33
```

---

[2]
A cluster of 11 separate species, C18H57NO11 in total at a distorted geometry. Source: OMol25; level of theory: the ωB97M-V functional and the def2-TZVPD basis.

Calculated values
* maximum force: 5.99 eV/Å
* SMILES: CC1(C)CCCC(C)(C)N1O.CC(C)O.CC(C)O.CC(C)O.O.O.O.O.O.O.O
* spin multiplicity: 1
* E_HOMO: -8.4 eV

Geometry as XYZ:
```
87
Properties=species:S:1:pos:R:3:mulliken_charge:R:1
C -4.62 4.82 2.20 -1.53
C -3.31 5.77 2.55 1.51
C -3.15 5.80 4.08 -2.12
C -2.03 5.14 2.00 -1.29
C -1.92 5.40 0.48 -0.63
C -1.96 6.85 0.12 -1.08
C -3.25 7.48 0.66 1.41
C -3.06 9.05 0.54 -1.90
C -4.52 7.13 -0.11 -1.67
N -3.42 7.21 2.12 0.28
O -4.40 7.87 2.78 -0.45
H -5.46 5.34 1.74 0.32
H -4.25 4.07 1.51 0.38
H -5.03 4.21 3.01 0.37
H -2.34 6.45 4.41 0.45
H -4.06 6.15 4.56 0.47
H -2.92 4.83 4.52 0.45
H -1.15 5.63 2.42 0.38
H -2.00 4.07 2.23 0.38
H -0.95 5.04 0.13 0.38
H -2.75 4.97 -0.08 0.30
H -1.89 6.88 -0.97 0.44
H -1.04 7.26 0.54 0.35
H -2.61 9.16 -0.45 0.43
H -2.40 9.53 1.26 0.37
H -4.00 9.47 0.89 0.45
H -5.34 7.81 0.11 0.31
H -4.84 6.09 -0.08 0.38
H -4.45 7.21 -1.20 0.42
H -3.78 8.33 3.35 0.41
C 1.53 -3.55 0.49 -1.37
C 0.54 -2.52 0.03 0.73
C -0.55 -2.22 1.03 -1.22
O 1.26 -1.33 -0.26 -0.54
H 2.01 -4.06 -0.35 0.30
H 1.10 -4.33 1.12 0.37
H 2.24 -3.14 1.20 0.35
H 0.01 -2.88 -0.85 0.18
H -1.12 -1.29 1.00 0.34
H -0.08 -2.28 2.02 0.21
H -1.34 -2.97 1.13 0.36
H 0.69 -0.79 -0.80 0.28
C 5.12 -0.27 -6.77 -1.54
C 5.15 -1.12 -5.56 0.58
C 4.46 -0.55 -4.42 -1.07
O 4.58 -2.48 -5.69 -0.54
H 4.11 0.09 -6.94 0.33
H 5.43 -0.85 -7.64 0.38
H 5.80 0.58 -6.66 0.37
H 6.22 -1.31 -5.55 0.23
H 4.83 -0.85 -3.45 0.29
H 3.38 -0.68 -4.33 0.33
H 4.67 0.52 -4.50 0.31
H 3.64 -2.32 -5.82 0.33
C 1.55 -12.38 -0.71 -1.28
C 1.44 -11.41 0.47 0.48
C 1.05 -9.99 0.08 -1.14
O 0.45 -11.99 1.28 -0.54
H 1.39 -13.42 -0.43 0.35
H 2.52 -12.36 -1.21 0.35
H 0.73 -12.22 -1.40 0.30
H 2.44 -11.52 0.88 0.18
H 1.89 -9.57 -0.47 0.32
H 0.97 -9.28 0.91 0.37
H 0.12 -9.90 -0.47 0.31
H 0.35 -11.49 2.09 0.31
O 2.92 2.73 0.77 -0.62
H 3.06 1.92 0.29 0.31
H 3.09 3.42 0.14 0.32
O 2.23 -2.45 5.13 -0.63
H 2.15 -1.78 4.46 0.32
H 2.26 -1.97 5.96 0.31
O -0.70 0.69 -3.56 -0.61
H -1.54 1.08 -3.33 0.30
H -0.72 0.61 -4.51 0.32
O -2.04 -5.91 4.45 -0.64
H -2.45 -5.06 4.65 0.32
H -1.10 -5.71 4.38 0.31
O 0.75 4.52 -3.65 -0.63
H -0.18 4.60 -3.45 0.31
H 0.98 3.63 -3.41 0.32
O 7.28 -4.47 -2.73 -0.64
H 6.73 -4.42 -1.95 0.31
H 6.76 -4.07 -3.42 0.33
O -3.55 -2.40 4.85 -0.61
H -3.86 -2.23 5.74 0.31
H -3.75 -1.60 4.38 0.31
```

---

[3]
A cluster of 11 separate species, C18H58N4O11 in total at a distorted geometry. Source: OMol25; level of theory: the ωB97M-V functional and the def2-TZVPD basis.

Calculated values
* maximum force: 6.05 eV/Å
* SMILES: NC(N)=O.NC(N)=O.CCO.CCO.CCO.CCO.CCO.CCO.CCO.CO.CO
* spin multiplicity: 1
* E_HOMO: -9.3 eV

Geometry as XYZ:
```
91
Properties=species:S:1:pos:R:3:mulliken_charge:R:1
N -1.14 -3.93 0.53 -0.09
C -2.30 -4.36 0.78 0.67
N -3.12 -4.35 -0.22 -0.34
O -2.67 -4.75 1.90 -0.77
H -0.56 -3.83 1.35 -0.09
H -0.85 -3.74 -0.41 0.12
H -4.02 -4.78 -0.10 0.19
H -2.72 -4.00 -1.08 0.32
N -2.62 2.64 1.03 -0.21
C -2.68 3.62 0.21 0.61
N -1.56 4.28 0.39 -0.26
O -3.48 3.89 -0.66 -0.71
H -1.86 2.59 1.69 0.31
H -3.31 1.90 0.91 0.17
H -0.83 4.08 1.06 0.10
H -1.56 5.19 -0.04 0.20
C 3.77 1.41 -1.20 -1.02
C 2.39 1.60 -1.90 0.15
O 1.48 2.27 -1.04 -0.43
H 4.28 0.60 -1.72 0.38
H 3.63 1.24 -0.13 0.03
H 4.34 2.29 -1.49 0.40
H 2.02 0.64 -2.26 -0.17
H 2.54 2.19 -2.80 0.48
H 1.34 1.82 -0.20 -0.02
C 2.12 3.23 2.34 -0.53
C 1.03 2.86 3.37 -0.40
O -0.11 2.50 2.58 -0.69
H 2.33 2.37 1.71 -0.32
H 3.08 3.43 2.82 0.44
H 1.89 4.15 1.81 0.29
H 0.92 3.74 3.99 0.33
H 1.25 2.08 4.10 0.33
H 0.11 1.72 2.07 0.12
C -0.68 -1.99 3.79 -0.75
C 0.54 -2.83 3.44 -0.49
O 1.01 -2.48 2.16 -0.46
H -1.44 -2.12 3.03 0.10
H -0.30 -0.96 3.80 0.09
H -1.13 -2.30 4.73 0.43
H 0.27 -3.88 3.38 0.39
H 1.29 -2.63 4.21 0.44
H 1.83 -2.93 1.94 0.10
C -4.61 0.45 -1.60 -0.12
C -5.09 0.97 -2.97 -0.53
O -4.43 0.24 -3.96 -0.60
H -5.02 1.09 -0.82 0.39
H -3.53 0.57 -1.51 -0.52
H -4.84 -0.60 -1.42 0.37
H -4.85 2.03 -3.07 0.24
H -6.17 0.85 -3.10 0.38
H -3.55 0.62 -3.99 0.47
C 4.27 -0.12 2.52 0.00
C 3.81 -0.78 3.82 -0.03
O 4.65 -1.88 4.11 -0.54
H 3.78 0.84 2.41 -0.14
H 3.96 -0.84 1.76 -0.18
H 5.35 0.05 2.62 0.39
H 2.80 -1.12 3.57 -0.23
H 3.75 0.02 4.56 0.42
H 4.38 -2.50 3.44 0.35
C -0.55 3.44 -3.46 -1.25
C -1.68 2.48 -3.01 0.39
O -2.10 1.77 -4.11 -0.63
H -0.20 4.16 -2.72 0.28
H -0.79 4.04 -4.34 0.35
H 0.28 2.78 -3.71 0.22
H -2.50 3.08 -2.61 0.20
H -1.42 1.73 -2.26 0.00
H -1.34 1.25 -4.35 0.39
C 1.92 -2.53 -1.93 -0.34
C 3.16 -2.17 -1.17 0.12
O 3.91 -3.22 -0.59 -0.57
H 1.15 -2.92 -1.27 -0.15
H 2.17 -3.23 -2.73 0.42
H 1.47 -1.57 -2.20 -0.07
H 2.82 -1.58 -0.32 -0.14
H 3.82 -1.62 -1.83 0.42
H 4.80 -2.87 -0.60 0.34
C -2.07 -2.02 -2.68 -0.55
O -1.50 -3.20 -2.26 -0.47
H -2.82 -2.22 -3.44 0.48
H -2.52 -1.55 -1.81 0.03
H -1.35 -1.31 -3.09 0.23
H -1.49 -3.72 -3.07 0.23
C -0.67 -0.14 0.32 -0.10
O 0.50 0.09 1.05 1.20
H -1.44 -0.23 1.08 0.23
H -0.89 0.72 -0.31 -0.19
H -0.65 -1.06 -0.27 -0.12
H 0.82 -0.74 1.43 -0.47
```

---

[4]
A cluster of 12 separate species, C18H60N10O18 in total at a distorted geometry. Source: OMol25; level of theory: the ωB97M-V functional and the def2-TZVPD basis.

Calculated values
* maximum force: 7.90 eV/Å
* SMILES: NC(N)=O.NC(N)=O.NC(N)=O.NC(N)=O.NC(N)=O.OCCO.OCCO.OCCO.OCCO.OCCO.OCCO.CO
* spin multiplicity: 1
* E_HOMO: -8.9 eV

Geometry as XYZ:
```
106
Properties=species:S:1:pos:R:3:mulliken_charge:R:1
N -18.56 -11.74 -8.52 -0.12
C -19.60 -11.71 -7.77 0.56
N -19.25 -12.00 -6.59 0.13
O -20.74 -11.52 -8.12 -0.78
H -18.64 -11.51 -9.50 0.20
H -17.63 -11.68 -8.13 0.14
H -18.31 -12.11 -6.25 -0.21
H -19.97 -12.05 -5.88 0.18
N -17.56 -15.51 -2.71 -0.18
C -18.64 -15.74 -3.42 0.63
N -19.44 -14.71 -3.41 -0.27
O -18.77 -16.68 -4.17 -0.70
H -17.40 -14.59 -2.32 0.10
H -16.79 -16.13 -2.89 0.18
H -19.42 -14.09 -2.61 0.20
H -20.21 -14.58 -4.06 0.19
N -12.35 -13.65 -5.77 -0.15
C -12.09 -14.39 -4.73 0.72
N -11.35 -15.45 -5.12 -0.48
O -12.35 -14.13 -3.56 -0.59
H -13.03 -12.93 -5.56 -0.11
H -12.05 -13.95 -6.68 0.20
H -10.95 -15.99 -4.38 0.27
H -11.35 -15.63 -6.11 0.15
N -17.51 -8.65 -3.53 -0.12
C -18.37 -9.48 -4.03 0.05
N -19.27 -8.93 -4.77 -0.16
O -18.40 -10.66 -3.78 -0.79
H -16.89 -8.99 -2.80 0.33
H -17.51 -7.72 -3.91 0.19
H -19.99 -9.58 -5.05 0.29
H -19.38 -7.95 -4.97 0.17
N -14.67 -9.78 0.40 -0.46
C -14.96 -9.40 -0.80 0.53
N -13.99 -8.69 -1.28 -0.45
O -15.98 -9.61 -1.37 -0.44
H -15.42 -10.23 0.90 0.24
H -13.71 -9.56 0.64 0.10
H -13.27 -8.37 -0.65 0.15
H -14.08 -8.48 -2.27 0.20
O -9.95 -10.64 -1.66 -0.59
C -11.02 -11.60 -1.60 0.24
C -11.31 -12.16 -0.19 -0.41
O -10.41 -13.14 0.27 -0.56
H -10.31 -9.76 -1.73 0.33
H -11.88 -11.02 -1.93 -0.01
H -10.86 -12.34 -2.39 0.08
H -12.24 -12.73 -0.12 0.34
H -11.23 -11.42 0.60 0.30
H -10.67 -13.39 1.16 0.31
O -15.43 -9.02 -5.91 -0.55
C -16.46 -9.07 -6.88 0.68
C -17.03 -7.74 -7.24 -0.99
O -17.39 -6.99 -6.08 -0.57
H -15.70 -8.53 -5.13 0.31
H -16.04 -9.49 -7.79 0.71
H -17.29 -9.63 -6.46 -0.60
H -17.92 -8.05 -7.77 0.45
H -16.44 -7.10 -7.90 0.31
H -18.19 -6.52 -6.32 0.31
O -14.69 -19.56 -4.65 -0.58
C -15.43 -18.32 -4.97 -0.62
C -14.59 -17.13 -4.43 0.60
O -14.95 -16.98 -3.10 -0.61
H -13.96 -19.63 -5.28 0.32
H -15.48 -18.39 -6.05 0.23
H -16.48 -18.32 -4.67 0.33
H -14.79 -16.25 -5.05 -0.48
H -13.52 -17.34 -4.51 0.41
H -14.12 -16.84 -2.65 0.29
O -16.20 -12.71 -7.48 -0.18
C -15.44 -13.80 -7.90 0.03
C -16.32 -15.04 -8.09 -0.25
O -15.53 -16.12 -8.46 -0.62
H -16.20 -12.75 -6.52 -0.25
H -14.88 -13.56 -8.81 0.51
H -14.70 -14.06 -7.15 -0.30
H -16.97 -14.87 -8.96 0.37
H -16.82 -15.43 -7.20 0.22
H -16.14 -16.85 -8.55 0.33
O -14.12 -11.44 -5.19 -0.62
C -14.68 -11.79 -3.93 -0.22
C -15.65 -13.00 -4.06 0.90
O -16.83 -12.65 -4.77 0.40
H -14.67 -10.76 -5.59 0.12
H -13.85 -12.00 -3.26 0.36
H -15.21 -10.94 -3.50 -0.18
H -15.94 -13.35 -3.06 0.47
H -15.12 -13.84 -4.51 -0.92
H -17.35 -12.07 -4.21 -0.10
O -18.45 -12.53 -1.69 -0.37
C -18.28 -12.18 -0.35 -0.37
C -19.14 -11.06 0.11 -0.67
O -18.77 -9.80 -0.37 -0.51
H -18.25 -11.80 -2.29 0.23
H -18.57 -13.06 0.22 0.39
H -17.22 -12.01 -0.19 0.18
H -19.29 -10.96 1.18 0.36
H -20.16 -11.28 -0.22 0.32
H -17.86 -9.81 -0.67 0.30
C -13.05 -9.31 -8.50 -0.13
O -12.43 -9.23 -9.84 -0.56
H -13.68 -8.45 -8.31 0.12
H -13.45 -10.29 -8.25 0.00
H -12.28 -9.20 -7.73 0.29
H -12.48 -8.36 -10.25 0.30
```

---

[5]
A cluster of 12 separate species, C18H60N8O12 in total at a distorted geometry. Source: OMol25; level of theory: the ωB97M-V functional and the def2-TZVPD basis.

Calculated values
* maximum force: 11.01 eV/Å
* SMILES: NC(N)=O.NC(N)=O.NC(N)=O.NC(N)=O.CC(C)O.CC(C)O.CC(C)O.CO.CO.CO.CO.CO
* spin multiplicity: 1
* E_HOMO: -9.2 eV

Geometry as XYZ:
```
98
Properties=species:S:1:pos:R:3:mulliken_charge:R:1
N 2.91 1.41 0.42 0.38
C 3.80 0.44 0.39 0.52
N 5.01 0.90 0.45 -0.40
O 3.45 -0.87 0.24 -0.71
H 1.88 1.26 0.30 -0.14
H 3.19 2.42 0.40 0.26
H 5.80 0.30 0.09 0.32
H 5.19 1.93 0.52 0.18
N 0.20 -2.31 -5.36 -0.17
C -0.10 -3.01 -4.24 0.47
N 0.05 -2.32 -3.19 0.80
O -0.63 -4.29 -4.28 -0.75
H 0.20 -2.68 -6.34 0.27
H 0.51 -1.36 -5.48 0.13
H -0.28 -2.68 -2.31 -0.15
H 0.76 -1.59 -3.12 -0.01
N -0.10 2.45 3.04 -0.32
C 0.11 3.61 3.68 0.20
N 1.32 3.69 4.09 -0.20
O -0.84 4.50 3.97 -0.75
H -1.07 2.22 2.78 0.10
H 0.44 1.57 3.08 0.60
H 1.57 4.47 4.65 0.25
H 2.02 3.04 3.82 0.18
N 0.23 1.84 0.35 0.34
C -0.51 0.78 0.42 -1.86
N -0.27 -0.08 -0.50 5.61
O -1.40 0.46 1.38 -0.51
H 0.35 2.31 1.27 -0.25
H 0.53 2.29 -0.53 0.32
H -0.83 -0.91 -0.60 -1.55
H 0.43 0.03 -1.26 -1.42
C -3.49 -1.17 -0.37 -0.92
C -2.46 -2.29 -0.05 0.77
C -3.16 -3.30 0.77 -1.84
O -1.71 -2.66 -0.97 -0.74
H -4.19 -1.39 -1.17 0.45
H -3.05 -0.27 -0.84 -0.36
H -4.09 -0.81 0.52 0.34
H -1.86 -1.90 0.73 -0.05
H -3.79 -2.87 1.52 0.42
H -2.45 -4.06 1.19 0.31
H -3.77 -3.97 0.16 0.43
H -1.04 -3.22 -0.50 0.21
C -2.16 -1.48 3.68 -0.76
C -1.83 -0.57 4.81 1.43
C -3.09 -0.16 5.46 -1.78
O -1.01 -0.97 5.69 -0.62
H -1.27 -1.83 3.13 -0.12
H -2.74 -0.90 2.97 0.08
H -2.81 -2.34 4.02 0.43
H -1.50 0.33 4.38 -0.26
H -3.42 -0.97 6.11 0.39
H -3.96 0.09 4.80 0.31
H -2.92 0.75 5.98 0.45
H -0.51 -0.23 6.06 0.44
C -2.06 1.73 -2.51 -1.23
C -1.66 0.49 -3.27 1.77
C -2.64 0.12 -4.38 -2.19
O -0.50 0.37 -3.72 -0.54
H -1.41 2.08 -1.68 -0.15
H -3.10 1.67 -2.09 0.41
H -2.00 2.70 -3.08 0.47
H -1.80 -0.45 -2.70 0.07
H -2.29 -0.66 -4.94 0.50
H -2.86 0.94 -4.98 0.53
H -3.61 -0.17 -4.02 0.39
H -0.29 -0.54 -3.89 -0.13
C 0.69 5.06 0.50 -0.67
O 1.83 4.25 0.68 -0.53
H -0.11 4.59 0.02 0.20
H 1.12 5.82 -0.18 0.24
H 0.34 5.46 1.44 0.35
H 1.90 4.06 1.62 0.35
C 1.45 -3.17 -0.14 -0.55
O 0.50 -4.11 0.13 -0.55
H 2.14 -3.26 -0.96 0.45
H 2.14 -3.08 0.65 0.64
H 0.90 -2.23 -0.29 -0.23
H 1.08 -4.88 0.35 0.39
C 3.18 -1.38 -3.27 -0.89
O 2.36 -1.00 -2.19 -0.44
H 2.72 -1.28 -4.32 0.23
H 3.57 -2.38 -3.08 0.39
H 4.10 -0.71 -3.28 0.20
H 2.76 -1.24 -1.30 0.11
C 2.23 1.89 -3.03 -0.48
O 0.98 2.62 -2.99 -0.65
H 2.30 1.17 -3.82 0.15
H 2.45 1.48 -2.02 0.14
H 2.92 2.71 -3.32 0.43
H 0.28 2.06 -3.29 0.35
C 1.35 -1.14 2.85 -0.44
O 1.44 0.22 3.24 -0.69
H 2.32 -1.63 2.65 0.27
H 0.72 -0.96 1.98 -0.05
H 0.80 -1.52 3.70 0.49
H 2.10 0.71 2.78 0.11
```

---

These records have gap between HOMO and LUMO values of 0.373; 0.299; 0.344; 0.314; 0.325 hartree, in the order they appear.